(1)
The following is a DFT calculation (ωB97M-V/def2-TZVPD) of C22H25N3O6S in the gas phase.

SMILES string ... CCOc1ccc(N(C)S(=O)(=O)c2ccc3[nH]cc(C(=O)NCCOC)c(=O)c3c2)cc1
HOMO energy ... -8.4 eV
E ... -1867.249097 Ha
Relative energy (zero: lowest compared OMol25 entry of this formula, charge and spin) ... 2.024 eV

Element x y z (Å)
1 C 1.839192 3.577456 2.449806
2 C 0.722002 3.175204 1.491265
3 O -0.321282 2.475567 2.145963
4 C -0.251148 1.134210 2.287897
5 C 0.845582 0.336001 1.970760
6 C 0.763640 -1.039162 2.103938
7 C -0.395345 -1.643795 2.568000
8 N -0.463653 -3.065905 2.558791
9 C -0.688399 -3.729935 3.825888
10 S -1.434237 -3.629361 1.297202
11 O -1.366002 -5.061693 1.316569
12 O -2.732503 -3.018783 1.290750
13 C -0.476555 -3.006736 -0.081878
14 C 0.432799 -3.849167 -0.709708
15 C 1.257456 -3.353183 -1.693774
16 C 1.213870 -1.991168 -2.017803
17 N 2.061362 -1.463937 -2.956578
18 C 2.073392 -0.144309 -3.227194
19 C 1.266449 0.757083 -2.605286
20 C 1.457486 2.192741 -2.996223
21 O 2.208602 2.501927 -3.908856
22 N 0.778026 3.076528 -2.252845
23 C 0.842693 4.498615 -2.476451
24 C -0.532388 5.123491 -2.273694
25 O -0.844219 5.045275 -0.900488
26 C -2.162075 5.427160 -0.602402
27 C 0.298273 0.313980 -1.614189
28 O -0.457013 1.057185 -0.993714
29 C 0.305051 -1.138498 -1.368544
30 C -0.564067 -1.678133 -0.416283
31 C -1.476906 -0.847438 2.931316
32 C -1.402390 0.520619 2.794020
33 H 2.590233 4.152441 1.915056
34 H 1.434361 4.187572 3.253207
35 H 2.311344 2.702143 2.890460
36 H 0.244023 4.065741 1.074011
37 H 1.114988 2.580708 0.660060
38 H 1.762409 0.766236 1.599737
39 H 1.606434 -1.659334 1.836128
40 H 0.179587 -3.569084 4.465748
41 H -0.796487 -4.790784 3.610747
42 H -1.587251 -3.373572 4.338799
43 H 0.461633 -4.884507 -0.410125
44 H 1.955164 -3.999309 -2.206311
45 H 2.698058 -2.084926 -3.436682
46 H 2.774110 0.209297 -3.971538
47 H 0.134889 2.734115 -1.542287
48 H 1.541287 4.957881 -1.766814
49 H 1.206145 4.667247 -3.493279
50 H -0.523528 6.173780 -2.603964
51 H -1.283812 4.580355 -2.866263
52 H -2.345214 6.473757 -0.876492
53 H -2.886895 4.792820 -1.126318
54 H -2.285210 5.303697 0.471412
55 H -1.291818 -1.033563 0.050466
56 H -2.387839 -1.308365 3.279377
57 H -2.241670 1.148794 3.047001

Forces on atoms 1 to 6 (eV/Å):
-0.371 -0.220 -0.132
0.436 0.322 -0.078
-0.221 -0.171 0.154
-0.136 -0.278 0.081
0.116 0.279 -0.043
-0.167 0.013 0.326

Electronic structure analysis, natural (NBO) charges in units of e: atom 1 (C): -0.6349, atom 2 (C): -0.0744, atom 3 (O): -0.4897, atom 4 (C): 0.3305, atom 5 (C): -0.2742, atom 6 (C): -0.1888, atom 7 (C): 0.0533, atom 8 (N): -0.6800, atom 9 (C): -0.4140, atom 10 (S): 2.3141, atom 11 (O): -0.9441, atom 12 (O): -0.9314, atom 13 (C): -0.3542, atom 14 (C): -0.1353, atom 15 (C): -0.2562, atom 16 (C): 0.1867, atom 17 (N): -0.5178, atom 18 (C): 0.1371, atom 19 (C): -0.3180, atom 20 (C): 0.6720, atom 21 (O): -0.6610, atom 22 (N): -0.6209, atom 23 (C): -0.2406, atom 24 (C): -0.0663, atom 25 (O): -0.5536, atom 26 (C): -0.2448, atom 27 (C): 0.5129, atom 28 (O): -0.6209, atom 29 (C): -0.1268, atom 30 (C): -0.1120, atom 31 (C): -0.1960, atom 32 (C): -0.2473, atom 33 (H): 0.2140, atom 34 (H): 0.2140, atom 35 (H): 0.2063, atom 36 (H): 0.2112, atom 37 (H): 0.1765, atom 38 (H): 0.2136, atom 39 (H): 0.2214, atom 40 (H): 0.2108, atom 41 (H): 0.2347, atom 42 (H): 0.1865, atom 43 (H): 0.2500, atom 44 (H): 0.2183, atom 45 (H): 0.4158, atom 46 (H): 0.2480, atom 47 (H): 0.4440, atom 48 (H): 0.1968, atom 49 (H): 0.2333, atom 50 (H): 0.1716, atom 51 (H): 0.1718, atom 52 (H): 0.1649, atom 53 (H): 0.1703, atom 54 (H): 0.1970, atom 55 (H): 0.2669, atom 56 (H): 0.2323, atom 57 (H): 0.2263



(2)
The following is a DFT calculation (ωB97M-V/def2-TZVPD) of a 11-piece molecular cluster, C21H44BrIN4O13S overall at a distorted geometry.

SMILES string ... CCOc1c(CC(=O)Br)cc(CCCCCCCSc2nnco2)c2ncc(I)nc12.O.O.O.O.O.O.O.O.O.O
HOMO energy ... -8.9 eV
E ... -5293.568999 Ha

Element x y z (Å)
1 C 4.406288 2.927416 0.541517
2 C 3.606493 1.617337 0.474909
3 O 2.908898 1.459127 -0.804915
4 C 1.574986 1.255842 -0.544427
5 C 0.694367 2.269486 -0.776700
6 C 1.139389 3.603006 -1.353502
7 C 1.055106 3.462023 -2.901191
8 O 0.037447 3.075904 -3.393167
9 Br 2.618834 3.885391 -3.985701
10 C -0.685840 2.056252 -0.468218
11 C -1.114825 0.869183 0.045049
12 C -2.618939 0.759611 0.375588
13 C -2.874414 1.606786 1.669612
14 C -4.185840 2.434872 1.664376
15 C -4.410168 3.313834 0.396214
16 C -5.743226 3.019388 -0.361625
17 C -5.642068 1.890496 -1.431292
18 C -5.908125 0.542419 -0.743071
19 S -5.281902 -0.892233 -1.716221
20 C -5.016479 -2.065846 -0.429450
21 N -5.907493 -2.620591 0.318165
22 N -5.327272 -3.454510 1.220411
23 C -4.050604 -3.368523 0.979739
24 O -3.792857 -2.549065 -0.024185
25 C -0.210655 -0.215640 0.264807
26 N -0.720437 -1.393042 0.747361
27 C 0.224671 -2.278207 0.919005
28 C 1.609887 -2.078426 0.615649
29 I 2.976805 -3.673681 0.961166
30 N 2.087330 -0.985646 0.125834
31 C 1.147511 -0.006990 -0.041894
32 H 4.890521 2.971863 1.526889
33 H 3.691775 3.762323 0.481389
34 H 5.132265 2.960481 -0.265464
35 H 4.215966 0.719128 0.644045
36 H 2.869142 1.646810 1.295224
37 H 0.484197 4.421229 -1.031637
38 H 2.164601 3.817179 -1.032578
39 H -1.387340 2.872999 -0.646984
40 H -2.861270 -0.289050 0.573211
41 H -3.146747 1.144050 -0.501906
42 H -2.798388 0.919859 2.525736
43 H -2.050335 2.330452 1.790893
44 H -4.107704 3.139427 2.511226
45 H -5.051728 1.799997 1.908902
46 H -3.573729 3.190093 -0.311299
47 H -4.410780 4.370398 0.696602
48 H -6.494914 2.753003 0.396229
49 H -6.027612 3.947791 -0.876418
50 H -4.662069 1.956783 -1.928256
51 H -6.411470 2.075691 -2.209235
52 H -5.452086 0.461883 0.252124
53 H -6.990469 0.437853 -0.583132
54 H -3.340843 -3.929299 1.576921
55 H -0.071222 -3.260610 1.302042
56 O 1.849721 -7.273146 1.688030
57 H 2.423471 -7.910371 1.250586
58 H 2.148488 -6.418645 1.357484
59 O -8.169140 1.336694 -3.437433
60 H -8.815214 1.955070 -3.792285
61 H -8.464426 0.476105 -3.765052
62 O -8.206684 -0.801199 -5.515932
63 H -7.511055 -0.400281 -6.047495
64 H -8.579444 -1.479973 -6.087337
65 O 6.230996 -4.604478 -0.901987
66 H 6.715670 -3.835383 -1.232865
67 H 5.448660 -4.230182 -0.485107
68 O 8.772670 -3.234096 -1.320568
69 H 9.510766 -3.000130 -0.749729
70 H 9.127607 -3.931203 -1.880060
71 O 3.867152 -1.726731 4.003905
72 H 3.593391 -2.434510 3.409085
73 H 3.039412 -1.344596 4.316460
74 O 3.488781 -4.611619 5.084609
75 H 4.066648 -5.245194 4.647849
76 H 3.795884 -3.750718 4.774546
77 O 6.879824 4.156759 -0.083112
78 H 7.411404 3.510423 -0.560894
79 H 7.152742 5.002677 -0.454774
80 O 1.191697 2.042469 2.766901
81 H 0.856427 1.328656 2.210719
82 H 0.396907 2.433055 3.145600
83 O 11.390992 -4.534443 -0.851767
84 H 11.222525 -5.340489 -0.351968
85 H 11.957465 -4.820858 -1.575750

Forces on atoms 1 to 6 (eV/Å):
-0.949 -1.003 -0.100
0.219 0.114 0.655
-0.259 0.059 0.944
0.730 0.107 -0.551
-1.144 0.409 0.212
0.968 -0.466 -0.397

Electronic structure analysis, Mulliken charges in units of e: atom 1 (C): -1.3510, atom 2 (C): 0.2091, atom 3 (O): -0.6346, atom 4 (C): 1.3564, atom 5 (C): -0.5705, atom 6 (C): -1.0430, atom 7 (C): 0.4647, atom 8 (O): -0.4454, atom 9 (Br): -0.1764, atom 10 (C): 0.1757, atom 11 (C): -0.3775, atom 12 (C): 1.2521, atom 13 (C): -0.7829, atom 14 (C): -0.9743, atom 15 (C): -0.1967, atom 16 (C): -1.1253, atom 17 (C): -0.2614, atom 18 (C): -0.6452, atom 19 (S): -0.1856, atom 20 (C): 0.5693, atom 21 (N): -0.2841, atom 22 (N): -0.5113, atom 23 (C): 0.0025, atom 24 (O): -0.2010, atom 25 (C): 0.3002, atom 26 (N): -0.3165, atom 27 (C): -0.3854, atom 28 (C): -0.1481, atom 29 (I): 0.2141, atom 30 (N): -0.4066, atom 31 (C): 0.1942, atom 32 (H): 0.4492, atom 33 (H): 0.1919, atom 34 (H): 0.3768, atom 35 (H): 0.4361, atom 36 (H): -0.1021, atom 37 (H): 0.4492, atom 38 (H): 0.0576, atom 39 (H): 0.3564, atom 40 (H): -0.1031, atom 41 (H): -0.4114, atom 42 (H): 0.3578, atom 43 (H): 0.2728, atom 44 (H): 0.4745, atom 45 (H): 0.5335, atom 46 (H): -0.0964, atom 47 (H): 0.4915, atom 48 (H): 0.3843, atom 49 (H): 0.4221, atom 50 (H): 0.3526, atom 51 (H): 0.2700, atom 52 (H): 0.0560, atom 53 (H): 0.5246, atom 54 (H): 0.4207, atom 55 (H): 0.4107, atom 56 (O): -0.6048, atom 57 (H): 0.3126, atom 58 (H): 0.2241, atom 59 (O): -0.5659, atom 60 (H): 0.2545, atom 61 (H): 0.3049, atom 62 (O): -0.6028, atom 63 (H): 0.3091, atom 64 (H): 0.2936, atom 65 (O): -0.6160, atom 66 (H): 0.3284, atom 67 (H): 0.2235, atom 68 (O): -0.6244, atom 69 (H): 0.2990, atom 70 (H): 0.3219, atom 71 (O): -0.6306, atom 72 (H): 0.1859, atom 73 (H): 0.3319, atom 74 (O): -0.6082, atom 75 (H): 0.3125, atom 76 (H): 0.3660, atom 77 (O): -0.6258, atom 78 (H): 0.3072, atom 79 (H): 0.2979, atom 80 (O): -0.6520, atom 81 (H): 0.2511, atom 82 (H): 0.3151, atom 83 (O): -0.6425, atom 84 (H): 0.3271, atom 85 (H): 0.3157